[1]
C27H23AsGeN2S4Y as an isolated structure, computed with ωB97M-V with the def2-TZVPD basis set.

```
59
Properties=species:S:1:pos:R:3:forces:R:3
Y 1.790885 0.951541 0.720243 0.382 0.090 0.131
C -0.012502 -3.210199 1.688818 -0.042 -0.004 0.019
C -0.642240 -3.071838 2.910322 0.010 -0.020 -0.025
C -0.543691 -1.867173 3.591065 -0.122 -0.109 0.140
C 0.164979 -0.820126 3.028523 -0.017 -0.166 -0.203
N 0.737035 -0.947289 1.820557 -0.051 -0.043 0.198
C 0.668027 -2.116342 1.185729 0.020 -0.024 -0.047
C 0.355579 0.480496 3.713977 0.087 0.238 -0.089
C -0.071277 0.699890 5.012921 -0.112 -0.070 0.189
C 0.132124 1.933911 5.605691 0.056 0.100 -0.035
C 0.767142 2.926528 4.881621 -0.068 -0.052 0.096
C 1.182931 2.628671 3.598683 0.097 0.119 -0.100
N 0.992668 1.442395 3.018790 -0.207 -0.092 0.109
H -0.048885 -4.131969 1.124669 0.010 0.055 0.009
H -1.197529 -3.898204 3.335941 0.004 0.056 0.021
H -1.024620 -1.759924 4.552295 0.020 0.007 -0.032
H 1.188433 -2.179152 0.240279 0.026 -0.019 -0.107
H -0.554939 -0.084618 5.575378 0.010 0.004 -0.036
H -0.193860 2.118616 6.621403 -0.011 -0.051 -0.030
H 0.951681 3.906218 5.299076 0.007 -0.021 -0.032
H 1.713438 3.366622 3.012563 0.017 -0.010 -0.035
S 6.935350 1.311748 0.525047 -0.380 -0.068 -0.036
As 4.885915 1.148652 0.517184 -0.108 0.238 -0.185
S 3.655801 2.826712 1.206443 0.160 0.063 0.211
S 3.879833 -0.665558 1.245428 0.303 0.002 -0.189
S 3.704288 0.936389 -1.409834 0.137 -0.321 0.156
C -2.361419 2.154390 0.152301 0.140 -0.145 -0.197
Ge -0.766540 1.247618 -0.667427 -0.427 0.279 0.036
C -0.647695 1.999891 -2.498055 -0.040 -0.022 0.124
C 0.376959 2.888517 -2.825216 -0.130 -0.093 -0.099
C 0.490107 3.414298 -4.107175 -0.009 -0.018 0.035
C -0.427055 3.050492 -5.083610 0.016 0.021 -0.026
C -1.451261 2.162443 -4.776638 -0.010 -0.041 0.055
C -1.558384 1.640259 -3.492439 0.075 0.096 -0.075
C -1.417415 -0.607927 -0.999391 -0.251 0.286 0.221
C -2.611264 -1.043300 -0.471991 0.112 0.136 -0.001
C -3.028188 -2.387953 -0.563183 0.142 -0.212 -0.117
C -2.219223 -3.312804 -1.165312 -0.192 0.027 0.087
C -0.972706 -2.922978 -1.710515 0.118 0.224 0.006
C -0.093556 -3.873090 -2.281998 0.168 -0.060 -0.116
C 1.126982 -3.496875 -2.780227 -0.236 -0.089 0.085
C 1.501127 -2.139088 -2.755544 0.084 0.157 0.010
C 0.664399 -1.194876 -2.223551 0.180 0.024 -0.074
C -0.580806 -1.553622 -1.653010 -0.195 -0.480 -0.072
H -3.234050 2.029633 -0.494828 0.022 0.022 0.049
H -2.169363 3.223602 0.256552 0.051 -0.026 -0.048
H -2.603254 1.764318 1.143935 0.046 -0.050 -0.035
H 1.104499 3.163464 -2.068705 0.055 0.075 0.002
H 1.296048 4.099975 -4.340316 -0.023 -0.009 -0.023
H -0.340219 3.454306 -6.085992 -0.009 -0.022 0.044
H -2.163025 1.872208 -5.541616 0.026 0.015 0.029
H -2.353479 0.936690 -3.261163 0.024 0.033 -0.040
H -3.261698 -0.336900 0.032319 0.008 -0.011 -0.002
H -3.987263 -2.680334 -0.152585 0.013 -0.023 -0.004
H -2.517309 -4.354562 -1.240195 0.005 0.064 0.026
H -0.412312 -4.911047 -2.319723 0.063 0.053 -0.002
H 1.796138 -4.230336 -3.210951 -0.014 -0.012 0.015
H 2.454680 -1.835873 -3.170060 -0.008 -0.009 0.000
H 0.949977 -0.146536 -2.266505 -0.031 -0.092 0.011
```
Positions in Å, forces in eV/Å.

* energy relative to the best compared isomer or geometry (same formula, charge and spin): 0.0 kJ/mol
* HOMO-LUMO gap (alpha / beta): 6.323 / 5.157 eV
* highest occupied orbital energy (alpha / beta): -0.28053 / -0.28029 hartree
* DFT total energy: -193094.882 eV
* total charge: 0
* multiplicity: 2

natural (NBO) population analysis, charges in e, atoms 1 to 8: atom 1 (Y): 1.53, atom 2 (C): -0.22, atom 3 (C): -0.13, atom 4 (C): -0.22, atom 5 (C): 0.18, atom 6 (N): -0.53, atom 7 (C): 0.10, atom 8 (C): 0.20

[2]
A 8-piece molecular cluster, C27H37N7O6S overall, computed with ωB97M-V with the def2-TZVPD basis set.

```
78
Properties=species:S:1:pos:R:3:forces:R:3
C 1.410522 4.548114 -1.573960 -0.068 -0.824 -0.065
N 2.832070 4.281517 -1.214987 0.158 0.345 0.067
O 3.092759 3.197201 -0.730004 -0.019 0.145 -0.161
O 3.637494 5.164429 -1.439175 -0.115 -0.217 0.022
H 1.126169 5.552061 -1.287364 0.148 0.049 0.070
H 0.856201 3.755126 -1.082936 -0.245 0.244 0.087
H 1.314335 4.395563 -2.646406 0.108 0.154 -0.032
C 0.596946 -0.621321 1.238713 -0.113 0.176 -0.050
C 1.021838 0.096783 -0.040891 -0.516 -0.268 -0.391
O -0.058734 -0.150268 -0.969088 -0.284 0.057 0.087
S -1.455859 -0.256222 -0.214102 0.424 -0.675 0.488
O -2.199990 -1.321436 -0.769009 -0.004 -0.180 -0.193
O -2.074989 1.003886 -0.038380 0.173 0.606 -0.108
O -0.830240 -0.724570 1.189549 -0.268 0.183 -0.056
H 0.866425 -0.022828 2.105064 0.095 -0.225 0.121
H 0.989145 -1.634655 1.290296 0.133 0.040 0.106
H 1.881636 -0.382112 -0.497111 0.240 0.331 0.079
H 1.131830 1.171265 0.086980 0.235 -0.007 0.035
N 5.096599 0.982508 4.740598 0.101 -0.232 0.178
C 4.420775 -0.130144 4.330584 -0.365 0.122 -0.589
C 3.080155 0.136851 4.431341 -0.148 0.011 0.102
C 2.942123 1.426220 5.016166 0.174 0.107 -0.154
C 4.205179 1.928638 5.170888 0.180 -0.049 0.267
H 6.097695 1.055232 4.756042 -0.053 0.120 0.078
H 4.906987 -0.991372 3.906470 0.174 0.055 0.049
H 2.284624 -0.488537 4.059798 0.008 -0.162 0.275
H 2.043274 1.939557 5.311873 -0.088 -0.046 -0.154
H 4.548123 2.847903 5.613487 -0.015 0.046 -0.075
N 1.995420 1.579548 -4.244391 0.276 0.065 -0.163
C 1.039656 2.467706 -4.651933 -0.298 0.019 0.440
C -0.183519 1.865669 -4.470561 0.035 0.318 0.025
C 0.051133 0.566713 -3.961762 -0.008 -0.085 0.062
C 1.406042 0.413464 -3.845668 -0.049 0.030 0.204
H 2.984843 1.749735 -4.264923 -0.020 -0.035 -0.018
H 1.280206 3.488348 -4.896940 0.095 -0.080 -0.291
H -1.140088 2.339733 -4.618632 -0.003 -0.063 -0.117
H -0.687404 -0.149432 -3.645469 -0.014 -0.068 -0.135
H 1.986487 -0.403465 -3.452755 0.044 -0.043 -0.110
N -0.376498 4.710796 1.604132 -0.014 -0.186 -0.009
C -0.123200 5.057373 2.902386 -0.157 -0.060 0.061
C 0.033614 3.897755 3.613500 0.023 0.052 0.060
C -0.163257 2.813218 2.719779 0.438 -0.190 -0.238
C -0.394544 3.342129 1.477478 -0.361 0.682 -0.100
H -0.594713 5.330469 0.845548 -0.033 0.133 0.166
H -0.154491 6.078029 3.241757 0.173 0.049 -0.105
H 0.275912 3.834087 4.661051 -0.070 0.000 0.017
H -0.049796 1.766935 2.950530 -0.209 0.000 0.062
H -0.702419 2.954872 0.520683 0.113 -0.459 0.150
N -5.277311 -1.508983 3.005966 -0.417 0.179 0.066
C -5.975814 -0.363757 3.302827 0.018 -0.068 -0.279
C -5.131142 0.693886 3.119602 0.376 0.109 0.165
C -3.862418 0.171348 2.732701 -0.226 0.053 0.291
C -3.997296 -1.188404 2.650771 0.235 -0.055 0.037
H -5.647793 -2.429860 3.154152 0.131 -0.039 -0.235
H -7.026713 -0.395745 3.533019 0.023 -0.035 0.143
H -5.344085 1.739852 3.265334 -0.164 -0.037 0.017
H -2.956930 0.746971 2.641377 0.013 -0.063 -0.364
H -3.301565 -1.942241 2.322581 0.043 -0.032 0.166
N 1.111886 -5.519226 -0.993495 -0.305 -0.085 0.007
C 1.209227 -4.214096 -0.599910 0.012 -0.342 0.172
C 1.829380 -3.538459 -1.608853 0.372 0.584 -0.356
C 2.099563 -4.454094 -2.659410 -0.173 -0.301 -0.094
C 1.624818 -5.669626 -2.251568 0.015 -0.338 0.260
H 0.617185 -6.238337 -0.496246 0.090 0.049 0.072
H 0.854901 -3.926714 0.374587 -0.035 0.174 -0.054
H 2.112176 -2.497619 -1.633310 -0.149 0.016 0.161
H 2.559334 -4.272214 -3.615640 0.076 0.164 0.053
H 1.652600 -6.656938 -2.681983 0.015 0.113 -0.236
N -2.100486 -4.809871 -3.489644 -0.018 -0.093 -0.136
C -3.413304 -4.833639 -3.871321 0.122 -0.313 -0.040
C -3.838081 -3.542973 -4.000082 -0.141 0.111 0.093
C -2.736102 -2.707695 -3.670749 0.101 0.381 -0.253
C -1.674186 -3.511169 -3.389255 0.238 -0.559 0.311
H -1.560098 -5.628573 -3.277249 0.125 0.124 -0.080
H -3.898560 -5.774870 -4.068348 -0.137 0.058 0.092
H -4.836265 -3.245368 -4.273042 0.025 0.085 -0.047
H -2.682850 -1.631893 -3.655479 -0.232 0.001 -0.016
H -0.656546 -3.312765 -3.095579 -0.047 0.169 0.045
```
Positions in Å, forces in eV/Å.

* energy relative to the best compared isomer or geometry (same formula, charge and spin): 0.0 kJ/mol
* HOMO-LUMO gap: 8.007 eV
* highest occupied orbital energy: -0.28759 hartree
* DFT total energy: -62144.452 eV
* SMILES: C[N+](=O)[O-].O=S1(=O)OCCO1.c1cc[nH]c1.c1cc[nH]c1.c1cc[nH]c1.c1cc[nH]c1.c1cc[nH]c1.c1cc[nH]c1
* total charge: 0

Löwdin population analysis, charges in e, atoms 1 to 8: atom 1 (C): 0.05, atom 2 (N): -0.44, atom 3 (O): 0.06, atom 4 (O): 0.06, atom 5 (H): 0.10, atom 6 (H): 0.07, atom 7 (H): 0.08, atom 8 (C): -0.14

- DFT total energy of number 2 (C27H37N7O6S)?
  -62144.452 eV